one) # C3H10NOS

A 2-piece molecular cluster, C3H10NOS overall (ωB97M-V/def2-TZVPD, the Open Molecules 2025 dataset).

## Properties
2S+1 = 1
Total charge = -1
Gap between HOMO and LUMO = 7.0 eV

Each line ends with the natural charge from an NBO analysis.
Cartesian coordinates (Å):
C -1.038 1.035 1.285  -0.44
C -1.343 -0.423 0.866  -0.51
S -0.897 -1.061 -0.801  -0.73
C 0.427 1.458 1.196  -0.22
N 1.018 1.613 -0.168  -0.86
H -1.552 1.632 0.522  0.19
H -1.297 1.067 2.343  0.19
H -1.096 -1.121 1.683  0.17
H -2.441 -0.514 0.896  0.18
H 0.631 2.367 1.786  0.16
H 1.090 0.705 1.656  0.18
H 0.240 1.803 -0.788  0.35
H 1.289 0.659 -0.368  0.38
H 1.293 -1.698 -1.284  0.50
H 2.189 -0.746 -1.906  0.45
O 2.248 -1.493 -1.324  -0.99

***

two) # C3H10NOS

A 2-piece molecular cluster, C3H10NOS overall (ωB97M-V/def2-TZVPD, the Open Molecules 2025 dataset).

## Properties
2S+1 = 1
Total charge = -1
Gap between HOMO and LUMO = 5.9 eV

Each line ends with the natural charge from an NBO analysis.
Cartesian coordinates (Å):
C -1.364 0.177 -0.412  -0.62
C -0.783 -0.451 0.845  -0.46
S -1.407 -2.121 1.492  -0.15
H -0.853 -0.231 -1.311  0.28
H -2.425 -0.123 -0.449  0.17
H -1.294 1.272 -0.347  0.22
H -0.973 0.157 1.745  0.19
H 0.286 -0.598 0.667  0.24
H -1.896 -2.543 0.265  0.12
N 2.005 2.324 -0.222  -0.91
C 1.953 1.586 -1.571  0.14
O 1.131 0.544 -1.652  -0.96
H 2.117 1.590 0.477  0.32
H 1.019 2.570 -0.094  0.32
H 3.028 1.402 -1.738  0.06
H 1.693 2.386 -2.307  0.06

***

Stability summary - winner: one); margin: 128.4 kJ/mol.

***

one) # C3H10NOS

A 2-piece molecular cluster, C3H10NOS overall (ωB97M-V/def2-TZVPD, the Open Molecules 2025 dataset).

## Properties
2S+1 = 1
Total charge = -1
Gap between HOMO and LUMO = 6.4 eV

Each line ends with the natural charge from an NBO analysis.
Cartesian coordinates (Å):
C -1.740 -1.021 0.779  -0.73
S -2.511 0.190 -0.347  0.08
C -0.983 1.038 -0.897  -0.76
H -2.562 -1.698 1.020  0.19
H -1.517 -0.447 1.677  0.21
H -0.823 -1.494 0.439  0.26
H -0.980 1.128 -1.981  0.20
H -0.875 2.007 -0.417  0.20
H -0.203 0.349 -0.552  0.30
N 3.682 -0.385 -0.171  -0.91
C 2.427 0.378 0.243  0.14
O 1.381 -0.381 0.512  -0.96
H 3.915 -0.947 0.647  0.32
H 3.289 -1.098 -0.790  0.33
H 2.786 1.032 1.081  0.06
H 2.309 1.104 -0.609  0.05

***

two) # C3H10NOS

A 2-piece molecular cluster, C3H10NOS overall (ωB97M-V/def2-TZVPD, the Open Molecules 2025 dataset).

## Properties
2S+1 = 1
Total charge = -1
Gap between HOMO and LUMO = 6.8 eV

Each line ends with the natural charge from an NBO analysis.
Cartesian coordinates (Å):
C -0.516 0.545 0.347  -0.42
C 0.160 0.168 -1.001  -0.55
S -0.373 -1.437 -1.633  -0.69
C -0.229 -0.368 1.543  -0.21
N -0.458 0.427 2.809  -0.85
H -1.624 0.481 0.183  0.18
H -0.541 1.588 0.677  0.19
H 1.241 0.188 -0.939  0.19
H -0.173 1.083 -1.530  0.17
H 0.858 -0.491 1.535  0.17
H -0.717 -1.335 1.635  0.19
H -1.346 0.907 2.703  0.33
H -0.618 -0.231 3.568  0.33
H 1.577 -1.198 -3.039  0.49
H 1.022 0.088 -3.249  0.47
O 1.737 -0.416 -3.609  -0.99

***

three) # C3H10NOS

A 2-piece molecular cluster, C3H10NOS overall (ωB97M-V/def2-TZVPD, the Open Molecules 2025 dataset).

## Properties
2S+1 = 1
Total charge = -1
Gap between HOMO and LUMO = 6.0 eV

Each line ends with the natural charge from an NBO analysis.
Cartesian coordinates (Å):
C 1.593 -2.213 0.507  -0.76
S 1.567 -0.814 1.676  0.15
C 0.104 0.081 1.158  -0.76
H 2.596 -2.636 0.674  0.20
H 1.021 -3.157 0.584  0.20
H 1.535 -1.942 -0.544  0.22
H 0.224 1.156 1.285  0.23
H -0.787 -0.221 1.711  0.22
H -0.115 -0.043 0.101  0.27
N -1.345 0.871 -2.744  -0.94
C -1.320 1.693 -1.414  0.16
O -2.034 1.101 -0.489  -0.92
H -1.482 1.503 -3.534  0.31
H -2.215 0.367 -2.599  0.35
H -1.523 2.723 -1.809  0.04
H -0.207 1.701 -1.161  0.04

***

four) # C3H10NOS

A 2-piece molecular cluster, C3H10NOS overall (ωB97M-V/def2-TZVPD, the Open Molecules 2025 dataset).

## Properties
2S+1 = 1
Total charge = -1
Gap between HOMO and LUMO = 6.6 eV

Each line ends with the natural charge from an NBO analysis.
Cartesian coordinates (Å):
C -1.667 1.029 -2.171  -0.61
C -1.977 1.486 -0.678  -0.50
S -1.278 0.288 0.586  -0.78
H -2.164 0.128 -2.421  0.19
H -0.694 0.811 -2.257  0.19
H -1.974 1.759 -2.905  0.16
H -1.754 2.575 -0.652  0.16
H -2.947 1.216 -0.409  0.20
H -0.184 -1.338 1.618  0.51
N 2.818 -1.065 0.746  -0.89
C 1.876 -1.213 1.937  0.08
O 0.678 -1.812 1.256  -0.77
H 2.436 -1.714 0.045  0.37
H 2.927 -0.195 0.288  0.36
H 2.139 -1.813 2.829  0.15
H 1.766 -0.141 2.189  0.17

***

Stability summary - winner: two); margin: 70.5 kJ/mol.

***

one) # C5H6

One molecule with the formula C5H6 (ωB97M-V/def2-TZVPD, the Open Molecules 2025 dataset).

## Properties
2S+1 = 1
Total charge = 0
Gap between HOMO and LUMO = 10.3 eV

Each line ends with the natural charge from an NBO analysis.
Cartesian coordinates (Å):
C 2.525 0.038 -0.026  -0.21
C 1.318 0.031 -0.091  -0.04
C -0.153 0.209 -0.096  -0.10
C -0.787 1.365 0.025  -0.35
C -0.915 -1.082 0.012  -0.64
H 3.574 -0.067 0.203  0.24
H -0.198 2.285 0.020  0.20
H -1.877 1.527 -0.082  0.21
H -2.044 -0.910 -0.412  0.22
H -0.959 -1.462 1.130  0.23
H -0.486 -1.936 -0.682  0.23

***

two) # C5H6

One molecule with the formula C5H6 (ωB97M-V/def2-TZVPD, the Open Molecules 2025 dataset).

## Properties
2S+1 = 1
Total charge = 0
Gap between HOMO and LUMO = 9.7 eV

Each line ends with the natural charge from an NBO analysis.
Cartesian coordinates (Å):
C -2.620 -0.227 0.176  -0.26
C -1.432 0.062 -0.051  -0.03
C -0.086 0.590 -0.153  -0.30
C 0.919 -0.297 -0.207  -0.13
C 2.360 -0.069 0.138  -0.66
H -3.708 -0.407 0.126  0.25
H -0.047 1.725 0.053  0.23
H 0.633 -1.293 -0.472  0.21
H 2.845 0.861 0.862  0.24
H 2.550 -1.137 0.867  0.22
H 2.884 -0.097 -0.855  0.23

***

Stability summary - winner: one); margin: 98.7 kJ/mol.

***

one) # C5H6

One molecule with the formula C5H6 (ωB97M-V/def2-TZVPD, the Open Molecules 2025 dataset).

## Properties
2S+1 = 1
Total charge = 0
Gap between HOMO and LUMO = 10.1 eV

Each line ends with the natural charge from an NBO analysis.
Cartesian coordinates (Å):
C -1.864 -0.053 0.578  -0.19
C -1.682 0.157 -0.699  -0.17
C -0.370 -0.076 -0.085  -0.09
C 0.777 0.758 0.203  -0.43
C 0.977 -0.763 -0.127  -0.43
H -2.042 -0.124 1.628  0.25
H -2.285 0.402 -1.613  0.22
H 0.941 0.932 1.227  0.21
H 1.067 1.478 -0.609  0.21
H 1.139 -1.047 -1.200  0.21
H 1.333 -1.544 0.465  0.22

***

two) # C5H6

One molecule with the formula C5H6 (ωB97M-V/def2-TZVPD, the Open Molecules 2025 dataset).

## Properties
2S+1 = 1
Total charge = 0
Gap between HOMO and LUMO = 10.9 eV

Each line ends with the natural charge from an NBO analysis.
Cartesian coordinates (Å):
C -2.661 -0.347 -0.164  -0.24
C -1.546 0.031 0.052  -0.02
C -0.234 0.718 0.174  -0.51
C 0.862 -0.294 0.427  -0.15
C 2.006 -0.237 -0.275  -0.41
H -3.628 -0.804 -0.405  0.24
H 0.084 1.306 -0.699  0.23
H -0.285 1.307 1.033  0.24
H 0.565 -1.164 1.078  0.21
H 2.708 -1.099 -0.265  0.21
H 2.129 0.584 -0.955  0.19

***

three) # C5H6

One molecule with the formula C5H6 (ωB97M-V/def2-TZVPD, the Open Molecules 2025 dataset).

## Properties
2S+1 = 1
Total charge = 0
Gap between HOMO and LUMO = 9.6 eV

Each line ends with the natural charge from an NBO analysis.
Cartesian coordinates (Å):
C 2.302 -0.231 0.165  -0.27
C 1.033 -0.129 -0.164  -0.03
C -0.439 0.077 -0.153  -0.15
C -0.824 1.343 -0.039  -0.33
C -1.466 -0.999 0.012  -0.66
H 3.487 -0.204 -0.137  0.28
H 0.006 2.099 0.427  0.22
H -2.051 1.654 0.072  0.21
H -2.506 -0.865 0.542  0.25
H -1.069 -1.400 1.079  0.24
H -1.502 -1.644 -0.910  0.24

***

Stability summary - winner: two); margin: 193.4 kJ/mol.

***

one) # C16H19N3O3

One molecule with the formula C16H19N3O3 (ωB97M-V/def2-TZVPD, the Open Molecules 2025 dataset).

## Properties
2S+1 = 1
Total charge = 0
Gap between HOMO and LUMO = 7.2 eV

Each line ends with the natural charge from an NBO analysis.
Cartesian coordinates (Å):
C -0.496 -5.041 -0.927  -0.66
C -0.956 -3.862 -1.721  0.17
C -0.479 -2.648 -1.028  -0.24
C -1.042 -1.391 -1.931  0.02
C -0.637 -0.036 -1.573  0.10
N 0.166 0.375 -0.682  -0.53
C 0.519 1.380 -0.010  0.68
O 0.335 2.529 -0.592  -0.67
C 1.432 1.363 1.184  -0.52
C 1.719 2.357 1.965  0.04
C 0.238 2.989 2.599  -0.65
C 2.287 3.647 1.419  -0.61
C 2.592 1.939 3.275  -0.46
C 1.772 1.210 4.222  0.78
O 1.424 0.023 3.834  -0.69
O 1.675 1.545 5.373  -0.58
C -1.204 0.927 -2.383  -0.15
C -2.314 0.795 -3.353  -0.19
C -2.508 -0.566 -3.716  -0.18
C -1.804 -1.595 -3.145  0.05
N -2.207 -2.987 -3.360  -0.14
N -1.750 -4.134 -2.720  -0.21
H -0.680 -5.043 0.169  0.23
H 0.671 -5.111 -0.795  0.22
H -1.021 -5.857 -1.441  0.24
H 0.299 -2.459 -0.258  0.23
H 0.453 -0.489 -0.037  0.37
H 1.116 0.554 1.614  0.25
H 2.425 1.109 0.687  0.23
H -0.146 3.428 1.662  0.25
H 0.374 3.782 3.455  0.21
H -0.275 2.099 3.033  0.20
H 2.093 3.741 0.369  0.27
H 2.472 4.449 1.852  0.20
H 3.373 3.472 0.864  0.18
H 3.445 1.576 2.881  0.24
H 2.812 3.096 3.749  0.20
H 1.275 1.038 5.868  0.48
H -1.133 1.792 -2.042  0.21
H -2.464 1.393 -4.089  0.21
H -3.355 -0.934 -4.417  0.24

***

two) # C16H19N3O3

One molecule with the formula C16H19N3O3 (ωB97M-V/def2-TZVPD, the Open Molecules 2025 dataset).

## Properties
2S+1 = 1
Total charge = 0
Gap between HOMO and LUMO = 9.1 eV

Each line ends with the natural charge from an NBO analysis.
Cartesian coordinates (Å):
O 0.313 2.864 -0.762  -0.59
C -0.421 1.897 -0.795  0.78
O -1.667 2.089 -1.193  -0.66
C 0.005 0.464 -0.336  -0.15
C -0.899 -0.165 0.791  -0.43
C -2.159 -0.746 0.243  -0.13
C -2.226 -1.893 -0.443  -0.01
N -3.562 -2.153 -0.726  -0.54
C -4.346 -1.079 -0.285  0.16
C -5.760 -0.859 -0.476  -0.24
C -6.240 0.323 0.083  -0.21
C -5.428 1.174 0.882  -0.23
C -4.017 1.018 0.922  -0.19
C -3.493 -0.131 0.305  -0.14
N 1.391 0.617 0.133  -0.61
C 2.196 -0.445 0.066  0.68
O 1.753 -1.585 -0.104  -0.66
C 3.626 -0.334 0.447  -0.12
C 4.278 1.019 0.143  -0.42
C 5.742 0.626 0.007  -0.41
C 5.776 -0.895 -0.004  -0.22
N 4.420 -1.218 -0.377  -0.63
H -2.237 1.300 -1.013  0.51
H -0.008 -0.236 -1.243  0.25
H -0.328 -0.958 1.313  0.26
H -1.193 0.627 1.486  0.21
H -1.389 -2.663 -0.728  0.24
H -3.789 -2.743 -1.526  0.41
H -6.400 -1.568 -0.971  0.22
H -7.340 0.565 0.004  0.22
H -5.901 2.039 1.356  0.22
H -3.418 1.797 1.352  0.22
H 1.717 1.581 0.188  0.44
H 3.779 -0.524 1.541  0.18
H 4.092 1.697 0.930  0.21
H 3.938 1.374 -0.837  0.22
H 6.421 1.041 0.772  0.21
H 6.108 0.937 -1.009  0.21
H 6.025 -1.322 0.978  0.16
H 6.509 -1.286 -0.786  0.20
H 4.135 -2.246 -0.327  0.40

***

Stability summary - winner: two); margin: 1284.0 kJ/mol.

***

one) # C3H5F2OP

A 2-piece molecular cluster, C3H5F2OP overall (ωB97M-V/def2-TZVPD, the Open Molecules 2025 dataset).

## Properties
2S+1 = 1
Total charge = 0
Gap between HOMO and LUMO (spin up / spin down) = 7.9 / 7.9 eV

Each line ends with the natural charge from an NBO analysis.
Cartesian coordinates (Å):
C -0.591 0.386 -0.373  -0.49
C 0.160 0.908 0.595  -0.30
C 1.178 -2.647 -2.223  0.37
O 2.367 -0.710 -0.698  -1.06
F 1.822 -2.372 -3.344  -0.30
F 0.073 -3.317 -2.511  -0.31
P 1.122 -1.410 -0.978  1.33
H -1.359 -0.341 -0.152  0.21
H -0.578 0.783 -1.378  0.22
H 0.870 1.694 0.400  0.21
H 0.093 0.561 1.613  0.20
H 0.625 -2.191 0.071  -0.08

***

two) # C3H5F2OP

One molecule with the formula C3H5F2OP (ωB97M-V/def2-TZVPD, the Open Molecules 2025 dataset).

## Properties
2S+1 = 1
Total charge = 0
Gap between HOMO and LUMO = 10.2 eV

Each line ends with the natural charge from an NBO analysis.
Cartesian coordinates (Å):
C -1.903 0.680 0.185  -0.34
C -1.191 -0.360 -0.273  -0.27
C 0.247 -0.626 -0.097  0.37
F 0.328 -1.692 0.930  -0.39
F 0.844 -1.217 -1.178  -0.32
P 1.243 0.792 0.556  0.83
O 2.686 0.198 -0.049  -0.94
H -2.940 0.881 -0.047  0.22
H -1.470 1.314 0.987  0.20
H -1.756 -1.132 -0.891  0.23
H 1.097 1.764 -0.483  -0.05
H 2.816 -0.602 0.361  0.48

***

Stability summary - winner: two); margin: 178.0 kJ/mol.

***

one) # C4H5N

A 2-piece molecular cluster, C4H5N overall (ωB97M-V/def2-TZVPD, the Open Molecules 2025 dataset).

## Properties
2S+1 = 1
Total charge = 0
Gap between HOMO and LUMO (spin up / spin down) = 8.9 / 8.9 eV

Each line ends with the natural charge from an NBO analysis.
Cartesian coordinates (Å):
C -2.120 -0.194 -0.098  -0.18
C -1.287 0.835 0.032  -0.17
C -0.800 -0.579 -0.024  0.19
C 1.954 -0.071 -0.042  -0.37
N 0.217 -1.269 -0.102  -0.46
H -3.000 -0.639 0.085  0.21
H -1.269 1.842 0.077  0.22
H 1.617 0.541 -0.757  0.18
H 2.706 -0.808 -0.115  0.20
H 1.982 0.343 0.944  0.18

***

two) # C4H5N

One molecule with the formula C4H5N (ωB97M-V/def2-TZVPD, the Open Molecules 2025 dataset).

## Properties
2S+1 = 1
Total charge = 0
Gap between HOMO and LUMO = 10.6 eV

Each line ends with the natural charge from an NBO analysis.
Cartesian coordinates (Å):
C -1.200 0.340 -1.947  -0.22
C -0.776 0.216 -0.821  -0.06
C -0.235 0.288 0.542  -0.14
C 0.758 -0.746 1.029  -0.28
N 1.165 0.592 0.632  -0.54
H -1.586 0.448 -2.943  0.24
H -0.934 0.604 1.293  0.22
H 0.389 -1.518 0.397  0.21
H 0.837 -0.897 2.103  0.21
H 1.581 0.672 -0.285  0.37

***

Stability summary - winner: two); margin: 238.3 kJ/mol.

***

one) # C4H5N

C4H5N as an isolated structure (ωB97M-V/def2-TZVPD, the Open Molecules 2025 dataset).

## Properties
2S+1 = 1
Total charge = 0
Gap between HOMO and LUMO = 9.2 eV

Each line ends with the natural charge from an NBO analysis.
Cartesian coordinates (Å):
C -1.631 -0.175 -0.073  0.12
C 0.298 -0.339 0.115  0.20
C 1.800 -0.565 0.016  -0.45
C -0.576 0.936 0.076  -0.54
N -0.874 -1.201 0.067  -0.40
H -2.625 -0.249 -0.273  0.18
H 2.132 -1.510 -0.340  0.22
H 2.296 0.295 0.210  0.20
H -0.315 1.435 -0.858  0.24
H -0.505 1.373 1.060  0.24

***

two) # C4H5N

One molecule with the formula C4H5N (ωB97M-V/def2-TZVPD, the Open Molecules 2025 dataset).

## Properties
2S+1 = 1
Total charge = 0
Gap between HOMO and LUMO = 9.7 eV

Each line ends with the natural charge from an NBO analysis.
Cartesian coordinates (Å):
C 2.986 0.102 0.038  -0.31
C 1.790 -0.133 0.023  0.14
N 0.523 -0.512 0.244  -0.47
C -0.500 0.134 -0.234  0.21
C -1.874 -0.254 0.091  -0.68
H 3.843 0.758 0.117  0.24
H -0.473 0.943 -0.963  0.16
H -2.493 -0.016 -0.731  0.23
H -1.828 -1.270 0.402  0.24
H -1.975 0.249 1.015  0.25

***

Stability summary - winner: two); margin: 53.6 kJ/mol.